Record 1
Density functional theory data (ωB97M-V with the def2-TZVPD basis set) for a cluster of 8 separate species, C14H29N3O18 in total at a distorted geometry.

Geometry (Å):
C  -0.215  3.211  -3.811
C  -0.501  1.742  -3.875
O  0.213  0.940  -4.393
N  -1.712  1.349  -3.154
H  -1.376  1.220  -2.181
H  -2.394  2.155  -2.971
C  -2.531  0.285  -3.758
H  0.642  3.433  -3.172
H  -1.033  3.778  -3.363
H  0.003  3.629  -4.793
H  -1.989  -0.645  -3.903
H  -2.844  0.609  -4.749
H  -3.423  0.156  -3.153
C  -0.584  -2.584  -2.301
C  0.313  -3.732  -2.687
O  0.722  -4.003  -3.763
N  0.546  -4.701  -1.523
H  0.079  -4.240  -0.712
H  -0.067  -5.495  -1.714
C  2.005  -5.010  -1.375
H  -0.957  -2.699  -1.287
H  -1.389  -2.533  -3.034
H  -0.049  -1.636  -2.408
H  2.096  -5.680  -0.524
H  2.491  -4.061  -1.160
H  2.360  -5.511  -2.267
C  0.071  1.372  5.240
C  1.416  0.776  4.965
O  2.318  0.878  5.727
N  1.601  -0.057  3.708
H  1.484  -1.006  4.074
H  0.835  0.127  3.037
C  2.880  0.317  3.052
H  -0.735  1.314  4.510
H  0.216  2.426  5.493
H  -0.376  0.940  6.140
H  3.076  -0.413  2.270
H  3.748  0.339  3.707
H  2.830  1.338  2.684
O  -0.113  -2.220  2.325
C  -0.005  -3.567  2.074
O  0.356  -4.373  2.922
O  -0.225  -3.844  0.843
H  -0.449  -1.981  1.446
O  -0.222  0.316  -0.793
C  -0.182  1.473  0.009
O  -0.796  2.455  -0.451
O  0.433  1.311  1.082
H  0.334  -0.132  -0.119
O  -3.649  4.076  -0.826
C  -4.100  4.022  -2.095
O  -5.070  4.680  -2.466
O  -3.469  3.219  -2.895
H  -2.805  3.595  -0.797
O  2.257  -1.629  0.087
C  3.531  -1.274  -0.381
O  4.468  -2.033  -0.031
O  3.624  -0.212  -1.004
H  2.421  -2.547  0.345
O  -0.273  3.901  3.277
C  -1.444  4.245  3.930
O  -1.303  4.932  4.972
O  -2.544  3.866  3.477
H  -0.547  3.393  2.497

multiplicity = 1
ΔE to the lowest compared entry with this formula, charge and spin = 0.0 kJ/mol
gap between HOMO and LUMO = 0.1835 Eh
HOMO level = -2.2 eV
net charge = -2

In the natural (NBO) picture, each atom carries the following charge in e: number 1, C, carries -0.751; number 2, C, carries 0.747; number 3, O, carries -0.510; number 4, N, carries -0.684; number 5, H, carries 0.503; number 6, H, carries 0.504; number 7, C, carries -0.408; number 8, H, carries 0.274; number 9, H, carries 0.271; number 10, H, carries 0.235; number 11, H, carries 0.201; number 12, H, carries 0.215; number 13, H, carries 0.236; number 14, C, carries -0.763; number 15, C, carries 0.743; number 16, O, carries -0.489; number 17, N, carries -0.619; number 18, H, carries 0.508; number 19, H, carries 0.419; number 20, C, carries -0.417; number 21, H, carries 0.261; number 22, H, carries 0.243; number 23, H, carries 0.316; number 24, H, carries 0.234; number 25, H, carries 0.258; number 26, H, carries 0.221; number 27, C, carries -0.771; number 28, C, carries 0.736; number 29, O, carries -0.499; number 30, N, carries -0.587; number 31, H, carries 0.451; number 32, H, carries 0.496; number 33, C, carries -0.433; number 34, H, carries 0.272; number 35, H, carries 0.316; number 36, H, carries 0.249; number 37, H, carries 0.265; number 38, H, carries 0.223; number 39, H, carries 0.256; number 40, O, carries -0.747; number 41, C, carries 0.968; number 42, O, carries -0.719; number 43, O, carries -0.926; number 44, H, carries 0.499; number 45, O, carries -0.818; number 46, C, carries 0.964; number 47, O, carries -0.788; number 48, O, carries -0.825; number 49, H, carries 0.518; number 50, O, carries -0.706; number 51, C, carries 0.972; number 52, O, carries -0.736; number 53, O, carries -0.909; number 54, H, carries 0.506; number 55, O, carries -0.787; number 56, C, carries 0.917; number 57, O, carries -0.834; number 58, O, carries -0.751; number 59, H, carries 0.469; number 60, O, carries -0.778; number 61, C, carries 0.925; number 62, O, carries -0.827; number 63, O, carries -0.804; number 64, H, carries 0.494



Record 2
Density functional theory data (ωB97M-V with the def2-TZVPD basis set) for a structure of composition C14H29N5O2PReSSbSe4 at a distorted geometry.

Geometry (Å):
Re  -0.217  0.021  0.600
Se  4.703  1.090  3.479
Sb  3.614  -0.947  3.212
Se  -0.925  0.025  2.778
Se  1.960  -0.433  0.934
Se  3.123  -3.188  3.620
S  -0.577  4.370  -0.626
C  -0.732  2.702  -0.533
N  -0.100  2.117  0.473
C  0.573  3.052  1.269
C  1.319  2.815  2.422
C  1.941  3.885  3.035
C  1.807  5.185  2.538
C  1.038  5.439  1.419
C  0.425  4.358  0.793
H  -1.308  2.155  -1.264
H  1.390  1.816  2.829
H  2.542  3.719  3.919
H  2.302  6.008  3.036
H  0.895  6.446  1.051
C  4.020  -0.866  -2.906
N  2.636  -0.926  -2.432
C  2.161  -2.267  -2.102
P  1.501  0.239  -2.703
O  0.374  0.118  -1.681
N  0.886  0.127  -4.205
C  -0.544  0.233  -4.498
C  1.772  -0.054  -5.356
N  2.377  1.642  -2.661
C  1.792  2.817  -3.316
C  3.125  1.954  -1.446
H  4.186  -1.547  -3.744
H  4.698  -1.173  -2.106
H  4.274  0.143  -3.217
H  2.493  -2.994  -2.844
H  1.072  -2.278  -2.078
H  2.546  -2.583  -1.126
H  -1.109  0.298  -3.571
H  -0.885  -0.634  -5.064
H  -0.753  1.120  -5.102
H  2.629  -0.674  -5.105
H  2.149  0.898  -5.739
H  1.220  -0.543  -6.157
H  1.506  2.575  -4.336
H  2.542  3.607  -3.351
H  0.915  3.201  -2.788
H  3.537  1.042  -1.017
H  2.502  2.446  -0.685
H  3.951  2.622  -1.691
N  -0.569  -2.261  0.330
H  -0.843  -2.377  -0.646
H  -1.347  -2.594  0.896
H  0.216  -2.885  0.500
C  -3.266  -0.036  -0.228
O  -1.845  0.023  -0.179
H  -3.660  -0.121  0.789
H  -3.602  -0.884  -0.823
H  -3.664  0.870  -0.683

multiplicity = 1
ΔE to the lowest compared entry with this formula, charge and spin = 249.1 kJ/mol
gap between HOMO and LUMO (spin up / spin down) = 0.1707 / 0.1680 Eh
HOMO level (spin up / spin down) = -16.5 / -16.5 eV
net charge = +3

In the Mulliken picture, each atom carries the following charge in e: number 1, Re, carries 1.528; number 2, Se, carries -0.129; number 3, Sb, carries 0.976; number 4, Se, carries 0.083; number 5, Se, carries -0.158; number 6, Se, carries -0.156; number 7, S, carries -0.041; number 8, C, carries -0.081; number 9, N, carries 0.417; number 10, C, carries -0.331; number 11, C, carries -0.227; number 12, C, carries -1.055; number 13, C, carries -0.690; number 14, C, carries -0.486; number 15, C, carries 0.950; number 16, H, carries 0.235; number 17, H, carries 0.279; number 18, H, carries 0.536; number 19, H, carries 0.443; number 20, H, carries 0.469; number 21, C, carries -1.217; number 22, N, carries 0.647; number 23, C, carries -0.950; number 24, P, carries -0.569; number 25, O, carries -0.053; number 26, N, carries 0.312; number 27, C, carries -0.766; number 28, C, carries -0.941; number 29, N, carries 0.234; number 30, C, carries -0.705; number 31, C, carries -0.625; number 32, H, carries 0.407; number 33, H, carries 0.308; number 34, H, carries 0.405; number 35, H, carries 0.383; number 36, H, carries 0.189; number 37, H, carries 0.217; number 38, H, carries 0.105; number 39, H, carries 0.328; number 40, H, carries 0.309; number 41, H, carries 0.217; number 42, H, carries 0.282; number 43, H, carries 0.402; number 44, H, carries 0.220; number 45, H, carries 0.423; number 46, H, carries 0.083; number 47, H, carries 0.190; number 48, H, carries 0.016; number 49, H, carries 0.456; number 50, N, carries -0.725; number 51, H, carries 0.300; number 52, H, carries 0.345; number 53, H, carries 0.289; number 54, C, carries -0.726; number 55, O, carries -0.242; number 56, H, carries 0.281; number 57, H, carries 0.325; number 58, H, carries 0.287



Record 3
Density functional theory data (ωB97M-V with the def2-TZVPD basis set) for a cluster of 2 separate species, C14H29NO6P in total at a distorted geometry.

Geometry (Å):
C  2.913  3.510  -0.170
C  2.118  3.061  -1.158
C  1.806  1.579  -1.260
C  2.483  0.828  -2.463
C  1.675  -0.433  -2.555
N  2.237  -1.345  -1.848
C  3.503  -0.916  -1.217
C  4.444  -2.138  -1.161
O  5.691  -1.849  -0.619
O  6.495  -1.250  -1.628
C  3.869  0.168  -2.252
H  3.886  3.093  0.074
H  2.548  4.321  0.457
H  1.657  3.728  -1.879
H  0.724  1.517  -1.418
H  1.975  1.100  -0.299
H  2.465  1.475  -3.337
H  0.745  -0.519  -3.104
H  1.777  -2.249  -1.798
H  3.407  -0.405  -0.259
H  4.505  -2.527  -2.184
H  3.963  -2.875  -0.514
H  6.714  -0.382  -1.263
H  4.070  -0.437  -3.143
H  4.731  0.794  -2.057
O  -1.688  1.329  0.719
P  -2.844  0.412  0.903
O  -3.180  0.416  2.484
C  -3.617  1.635  3.105
C  -5.054  1.965  2.750
O  -2.071  -1.044  0.774
C  -0.924  -1.155  -0.043
C  0.315  -1.286  0.821
O  -4.239  -0.157  0.353
C  -4.661  -1.532  0.415
C  -4.983  -2.013  1.810
H  -2.950  2.454  2.828
H  -3.525  1.484  4.180
H  -5.157  2.173  1.682
H  -5.393  2.841  3.304
H  -5.711  1.127  2.979
H  -0.840  -0.298  -0.718
H  -1.046  -2.051  -0.663
H  0.386  -0.473  1.543
H  1.217  -1.285  0.211
H  0.283  -2.213  1.396
H  -3.949  -2.186  -0.082
H  -5.568  -1.571  -0.190
H  -4.082  -2.131  2.411
H  -5.481  -2.981  1.757
H  -5.637  -1.310  2.324

multiplicity = 1
ΔE to the lowest compared entry with this formula, charge and spin = 0.0 kJ/mol
gap between HOMO and LUMO = 0.2750 Eh
HOMO level = -11.7 eV
net charge = +1

In the natural (NBO) picture, each atom carries the following charge in e: number 1, C, carries -0.364; number 2, C, carries -0.187; number 3, C, carries -0.449; number 4, C, carries -0.284; number 5, C, carries 0.320; number 6, N, carries -0.442; number 7, C, carries -0.091; number 8, C, carries -0.084; number 9, O, carries -0.254; number 10, O, carries -0.436; number 11, C, carries -0.394; number 12, H, carries 0.197; number 13, H, carries 0.222; number 14, H, carries 0.217; number 15, H, carries 0.246; number 16, H, carries 0.228; number 17, H, carries 0.259; number 18, H, carries 0.254; number 19, H, carries 0.449; number 20, H, carries 0.243; number 21, H, carries 0.192; number 22, H, carries 0.211; number 23, H, carries 0.468; number 24, H, carries 0.218; number 25, H, carries 0.252; number 26, O, carries -1.032; number 27, P, carries 2.523; number 28, O, carries -0.807; number 29, C, carries -0.070; number 30, C, carries -0.637; number 31, O, carries -0.832; number 32, C, carries -0.057; number 33, C, carries -0.631; number 34, O, carries -0.822; number 35, C, carries -0.041; number 36, C, carries -0.641; number 37, H, carries 0.189; number 38, H, carries 0.196; number 39, H, carries 0.205; number 40, H, carries 0.228; number 41, H, carries 0.215; number 42, H, carries 0.172; number 43, H, carries 0.165; number 44, H, carries 0.238; number 45, H, carries 0.165; number 46, H, carries 0.226; number 47, H, carries 0.190; number 48, H, carries 0.195; number 49, H, carries 0.225; number 50, H, carries 0.227; number 51, H, carries 0.218



Record 4
Density functional theory data (ωB97M-V with the def2-TZVPD basis set) for a structure of composition C14H30BGaN3O10.

Geometry (Å):
C  2.693  0.606  1.453
N  3.489  0.846  0.247
C  3.893  2.243  0.189
B  2.721  0.435  -0.976
O  3.339  -0.573  -1.711
Ga  0.800  1.177  -1.614
N  -0.620  0.297  -0.554
N  0.592  3.099  -1.376
H  1.866  1.322  1.550
H  2.257  -0.395  1.415
H  3.336  0.667  2.337
H  4.665  2.390  -0.570
H  3.056  2.914  -0.057
H  4.287  2.556  1.163
H  3.512  -1.309  -1.110
H  0.570  0.690  -3.160
H  -0.605  0.722  0.368
H  -0.311  -0.664  -0.442
H  -0.157  3.368  -0.750
H  0.523  3.630  -2.233
C  2.080  4.117  5.288
C  0.766  3.888  4.588
C  -0.324  3.225  5.407
O  -1.103  2.577  4.400
C  -0.274  2.305  3.347
O  -0.550  1.621  2.424
O  0.913  2.939  3.524
H  2.863  4.318  4.558
H  2.005  4.969  5.964
H  2.376  3.238  5.861
H  0.397  4.820  4.149
H  -0.942  3.919  5.970
H  0.082  2.462  6.077
C  -1.223  -5.973  -0.762
C  -0.775  -4.603  -0.329
C  -0.331  -3.671  -1.434
O  0.582  -2.815  -0.742
C  1.108  -3.503  0.287
O  2.034  -3.153  0.948
O  0.431  -4.671  0.465
H  -1.245  -6.652  0.091
H  -2.220  -5.919  -1.197
H  -0.541  -6.389  -1.505
H  -1.542  -4.122  0.286
H  -1.127  -3.083  -1.873
H  0.212  -4.194  -2.223
C  -2.695  0.819  -3.736
C  -3.303  -0.499  -4.132
C  -4.393  -0.998  -3.209
O  -4.323  -2.423  -3.391
C  -3.050  -2.716  -3.752
O  -2.612  -3.827  -3.794
O  -2.364  -1.600  -4.035
H  -1.744  0.984  -4.239
H  -3.379  1.631  -3.992
H  -2.486  0.848  -2.663
H  -3.656  -0.477  -5.168
H  -5.388  -0.641  -3.460
H  -4.165  -0.771  -2.166

multiplicity = 1
gap between HOMO and LUMO = 0.1932 Eh
HOMO level = -2.9 eV
net charge = -1

In the natural (NBO) picture, each atom carries the following charge in e: number 1, C, carries -0.417; number 2, N, carries -0.787; number 3, C, carries -0.418; number 4, B, carries 0.661; number 5, O, carries -0.956; number 6, Ga, carries 1.051; number 7, N, carries -1.353; number 8, N, carries -1.359; number 9, H, carries 0.180; number 10, H, carries 0.206; number 11, H, carries 0.169; number 12, H, carries 0.184; number 13, H, carries 0.205; number 14, H, carries 0.168; number 15, H, carries 0.482; number 16, H, carries -0.396; number 17, H, carries 0.357; number 18, H, carries 0.342; number 19, H, carries 0.344; number 20, H, carries 0.343; number 21, C, carries -0.626; number 22, C, carries 0.066; number 23, C, carries -0.091; number 24, O, carries -0.502; number 25, C, carries 0.971; number 26, O, carries -0.546; number 27, O, carries -0.489; number 28, H, carries 0.240; number 29, H, carries 0.212; number 30, H, carries 0.213; number 31, H, carries 0.180; number 32, H, carries 0.195; number 33, H, carries 0.177; number 34, C, carries -0.624; number 35, C, carries 0.064; number 36, C, carries -0.087; number 37, O, carries -0.477; number 38, C, carries 0.975; number 39, O, carries -0.589; number 40, O, carries -0.511; number 41, H, carries 0.218; number 42, H, carries 0.229; number 43, H, carries 0.212; number 44, H, carries 0.181; number 45, H, carries 0.223; number 46, H, carries 0.184; number 47, C, carries -0.652; number 48, C, carries 0.076; number 49, C, carries -0.099; number 50, O, carries -0.504; number 51, C, carries 0.972; number 52, O, carries -0.613; number 53, O, carries -0.476; number 54, H, carries 0.261; number 55, H, carries 0.202; number 56, H, carries 0.265; number 57, H, carries 0.169; number 58, H, carries 0.192; number 59, H, carries 0.199



Number 1: E -2069.6010 Ha. Number 2: E -11637.9922 Ha. Number 3: E -1398.0036 Ha. Number 4: E -3417.8772 Ha.